[1]
# C22H39Cl2NO34S9

A cluster of 9 separate species, C22H39Cl2NO34S9 in total (ωB97M-V/def2-TZVPD, the Open Molecules 2025 dataset).

XYZ file:
```
107
Properties=species:S:1:pos:R:3:forces:R:3:lowdin_charge:R:1
C 2.33095 0.37044 0.87443 0.30 -0.83 -0.26 -0.091
C 1.10975 1.36593 0.41309 0.79 -0.15 -1.55 -0.668
Cl -0.40329 1.22644 1.47418 1.43 -0.05 -0.57 0.540
C 1.51809 2.94787 0.27760 0.67 -1.10 0.60 -0.546
Cl -0.00603 3.89756 -0.18080 1.72 -0.67 0.21 0.563
C 2.16625 3.61904 1.62541 -2.10 6.66 2.44 -0.264
O 1.74048 4.86458 1.96880 2.88 -8.10 -1.95 -0.056
O 3.18751 3.01631 2.49656 -0.59 1.08 -3.59 -0.080
C 4.48694 3.30413 1.80413 0.11 0.68 -0.80 -0.218
N 5.56771 2.34729 2.27314 3.10 -2.13 -6.74 0.015
C 6.24590 1.86139 1.17589 -2.77 0.92 1.43 -0.518
S 6.83353 1.24302 -0.32565 -1.83 1.95 5.31 0.710
H 2.42315 -0.50993 0.07632 -0.35 2.02 1.70 0.089
H 2.14114 -0.16207 1.91643 0.29 1.60 -2.23 0.084
H 3.39401 0.90377 0.88570 -2.41 -1.03 0.08 0.084
H 0.78905 1.01112 -0.68045 0.61 1.05 2.70 0.082
H 2.29954 3.03341 -0.58912 -1.52 -0.07 1.61 0.135
H 4.38298 3.18297 0.62144 -0.07 0.54 2.54 0.135
H 4.77108 4.39628 2.11731 -0.42 -2.12 -0.72 0.155
O -0.35953 -0.59959 -1.11486 0.03 -1.78 -0.40 -0.278
S -0.45847 -2.04216 -1.13261 0.12 -1.14 0.50 0.701
O 0.69475 -2.90950 -1.19753 -4.61 1.01 2.61 -0.254
O -1.49439 -2.46622 -2.31791 0.76 0.90 0.70 -0.184
C -2.57454 -3.21326 -1.76078 -0.48 -0.79 0.30 -0.186
C -2.71600 -2.71640 -0.32453 -0.70 0.20 -0.23 -0.196
O -1.38142 -2.50457 0.13023 0.66 0.12 -0.84 -0.183
H -2.30398 -4.27379 -1.78610 -0.13 0.25 0.05 0.112
H -3.48648 -3.05725 -2.34328 0.32 0.16 0.04 0.125
H -3.23210 -3.43548 0.31605 0.39 0.13 -0.14 0.106
H -3.24105 -1.75596 -0.28970 -0.05 -0.06 -0.05 0.133
O 2.36446 -3.17518 2.93448 1.76 0.70 -0.65 -0.226
S 3.64340 -2.58041 2.61557 -0.51 -0.33 -0.48 0.663
O 4.12593 -2.42977 1.26247 -0.83 -0.16 1.73 -0.230
O 4.78935 -3.33721 3.49418 -0.86 0.43 -0.23 -0.192
C 5.46863 -2.38499 4.31090 0.40 0.52 0.07 -0.174
C 4.45174 -1.27884 4.57937 0.03 -0.29 0.65 -0.170
O 3.73010 -1.13102 3.35865 0.41 -0.77 -0.58 -0.226
H 6.32643 -2.00355 3.74767 -0.05 0.01 0.09 0.132
H 5.82003 -2.85541 5.23313 -0.20 -0.10 -0.24 0.136
H 4.92645 -0.33658 4.86323 -0.16 -0.06 -0.31 0.137
H 3.74130 -1.57707 5.35762 0.12 0.02 -0.01 0.133
O -3.32240 7.75674 4.79021 1.55 -0.23 0.97 -0.245
S -2.03624 7.39894 5.34600 -0.19 -0.07 0.05 0.676
O -1.72828 7.51005 6.75285 -0.70 -0.13 -1.70 -0.241
O -0.88168 8.17802 4.49871 -1.05 -0.41 0.35 -0.199
C 0.01347 7.22537 3.92742 0.59 -0.61 -0.05 -0.176
C -0.81511 5.96038 3.72015 0.22 0.13 -0.81 -0.179
O -1.67328 5.88604 4.85628 -0.05 1.07 0.80 -0.195
H 0.82629 7.05178 4.63997 -0.05 -0.04 -0.12 0.134
H 0.42765 7.60580 2.98987 -0.24 0.06 0.21 0.136
H -0.19506 5.06383 3.64593 -0.20 0.16 0.20 0.122
H -1.44357 6.04286 2.82709 0.15 -0.02 0.02 0.134
O 2.21428 0.01812 -2.54324 0.44 -1.53 -0.46 -0.241
S 2.50372 -1.28597 -3.09705 0.07 -0.86 0.56 0.696
O 2.19255 -2.51887 -2.41182 3.26 3.03 -3.41 -0.247
O 4.07450 -1.31622 -3.53253 -0.72 0.60 -0.07 -0.191
C 4.17616 -1.60245 -4.92642 -0.03 -0.38 -0.44 -0.175
C 2.88957 -1.06564 -5.54789 0.43 0.44 -0.17 -0.178
O 1.86708 -1.35455 -4.59719 0.39 -0.26 0.74 -0.187
H 4.24887 -2.68816 -5.04677 -0.01 0.09 -0.05 0.133
H 5.06704 -1.12992 -5.34872 -0.13 0.02 0.29 0.135
H 2.66504 -1.53291 -6.50967 -0.15 -0.05 0.29 0.135
H 2.93632 0.02124 -5.67371 0.07 -0.08 -0.06 0.130
O -7.47909 -5.12402 0.07133 1.29 1.20 -0.57 -0.240
S -6.76869 -3.98784 -0.47232 -0.37 0.03 0.00 0.687
O -5.39695 -4.05761 -0.91937 -1.62 -0.27 0.50 -0.232
O -6.90985 -2.74954 0.57868 -0.07 -1.30 -0.63 -0.182
C -7.52785 -1.64096 -0.07271 -0.11 0.14 -0.40 -0.202
C -8.41343 -2.24747 -1.15789 -0.48 0.16 0.26 -0.183
O -7.67071 -3.35035 -1.67249 1.22 -0.52 0.71 -0.184
H -6.73928 -1.01952 -0.50920 -0.10 -0.22 0.13 0.125
H -8.10157 -1.04843 0.64494 0.34 -0.62 -0.03 0.123
H -8.64571 -1.53458 -1.95262 0.32 -0.73 0.10 0.108
H -9.34547 -2.63627 -0.73427 0.03 0.15 -0.02 0.141
O -7.65917 0.94283 0.12855 -1.35 0.70 -1.62 -0.239
S -8.50592 1.14466 -1.02618 0.08 0.98 0.15 0.702
O -9.52562 0.20408 -1.42857 1.01 1.42 0.90 -0.230
O -7.54986 1.45461 -2.30983 -0.45 -0.30 1.18 -0.183
C -7.88685 2.72812 -2.85737 -0.46 0.59 -0.42 -0.166
C -8.42806 3.54492 -1.68705 0.74 0.39 -0.14 -0.168
O -9.18543 2.62266 -0.90691 0.08 -1.31 -0.35 -0.182
H -8.65586 2.57748 -3.62188 0.07 0.06 0.06 0.135
H -7.00791 3.19194 -3.31301 -0.04 -0.29 0.20 0.141
H -9.05433 4.37803 -2.01489 -0.09 -0.31 0.15 0.140
H -7.61332 3.92622 -1.06244 -0.06 0.02 -0.12 0.137
O -0.96551 -7.42876 0.92293 -1.69 1.16 -0.28 -0.224
S -2.25293 -6.77616 0.83452 0.61 -0.16 -0.07 0.700
O -2.52840 -5.70058 -0.08940 0.51 -1.61 1.08 -0.232
O -2.68421 -6.29742 2.33208 0.43 -0.54 -0.85 -0.187
C -3.92727 -6.90190 2.68509 -0.73 -0.07 -0.06 -0.169
C -3.97522 -8.21717 1.91212 0.10 -0.23 0.67 -0.174
O -3.39415 -7.92570 0.64319 0.40 1.05 -0.03 -0.190
H -4.73349 -6.23088 2.37158 0.01 -0.11 0.04 0.131
H -3.98294 -7.05605 3.76602 0.25 0.10 -0.20 0.137
H -4.99412 -8.59307 1.79247 0.20 0.16 -0.24 0.138
H -3.36002 -8.98218 2.39753 -0.10 0.07 0.03 0.132
O 9.98823 1.39697 -1.69811 -1.20 -0.06 -1.63 -0.249
S 9.14147 1.59881 -2.85283 0.28 -0.20 0.40 0.616
O 8.12177 0.65822 -3.25523 1.19 1.08 0.78 -0.265
O 10.09754 1.90875 -4.13649 -0.40 -0.05 1.00 -0.191
C 9.76054 3.18226 -4.68402 -0.42 0.45 -0.35 -0.173
C 9.21933 3.99906 -3.51370 0.66 0.32 -0.11 -0.173
O 8.46196 3.07680 -2.73356 0.10 -1.03 -0.43 -0.222
H 8.99153 3.03162 -5.44854 0.06 0.08 0.05 0.132
H 10.63948 3.64608 -5.13966 -0.04 -0.27 0.19 0.137
H 8.59306 4.83218 -3.84154 -0.09 -0.29 0.15 0.138
H 10.03407 4.38037 -2.88910 -0.04 0.02 -0.12 0.134
```
Forces are in eV/Å.

Values from the calculation:
* total energy: -217098.2646 eV
* energy relative to the best compared isomer or geometry (same formula, charge and spin): 6.8149 eV
* HOMO energy: -9.6 eV
* SMILES: C[C@@H](Cl)[C@@H](Cl)C(=O)OCN=C=S.O=S1(=O)OCCO1.O=S1(=O)OCCO1.O=S1(=O)OCCO1.O=S1(=O)OCCO1.O=S1(=O)OCCO1.O=S1(=O)OCCO1.O=S1(=O)OCCO1.O=S1(=O)OCCO1
* E_LUMO: -0.8854 eV

---

[2]
# C22H39FeN9O5P2

A structure of composition C22H39FeN9O5P2 (ωB97M-V/def2-TZVPD, the Open Molecules 2025 dataset).

XYZ file:
```
78
Properties=species:S:1:pos:R:3:forces:R:3:lowdin_charge:R:1
Fe -0.56889 -0.04397 -1.51539 -0.44 0.40 0.07 0.116
C 4.29519 -0.08158 0.60863 0.02 0.00 -0.04 -0.044
N 3.52802 -0.71987 -0.46330 -0.10 -0.02 0.08 -0.137
C 3.51090 -2.17673 -0.34277 0.00 0.02 -0.05 -0.031
C 2.34415 -0.13522 -0.86220 0.03 -0.01 0.06 -0.415
N 1.22890 -0.72741 -1.00876 -0.07 -0.02 0.03 0.124
N 2.47443 1.22416 -1.16436 -0.02 -0.03 -0.08 0.159
C 1.44932 2.13188 -1.25692 0.01 0.03 0.14 -0.484
N 1.90204 3.41859 -1.44080 0.00 0.00 0.01 0.158
N 0.21146 1.79917 -1.18947 0.02 0.01 -0.10 0.107
H 5.32743 -0.42393 0.55246 0.00 0.00 -0.01 0.089
H 3.88867 -0.34154 1.59133 0.01 -0.01 0.00 0.087
H 4.28480 1.00052 0.50926 -0.01 0.00 0.00 0.077
H 4.53899 -2.51564 -0.22879 0.01 0.00 -0.01 0.094
H 3.10260 -2.61476 -1.25269 -0.01 0.01 0.00 0.095
H 2.93352 -2.52961 0.51828 0.01 -0.01 0.01 0.082
H 1.17034 -1.63007 -0.53624 0.04 0.01 0.07 0.042
H 3.36292 1.50803 -1.54399 0.02 0.00 0.04 0.155
H 2.74361 3.68865 -0.95802 0.00 0.00 0.00 0.102
H 1.20056 4.13765 -1.49109 0.00 0.00 -0.01 0.103
H -0.39211 2.61081 -1.14555 0.00 0.01 -0.09 0.073
C -2.36859 -3.07764 -0.83426 -0.01 0.02 -0.01 -0.239
P -1.33925 -2.10162 -1.97906 0.00 -0.01 0.02 0.837
C -0.08337 -3.30412 -2.50453 0.00 -0.01 0.01 -0.225
C -2.41825 -1.90647 -3.44828 -0.01 -0.01 0.00 -0.378
C -3.37962 -0.73093 -3.23411 -0.01 -0.01 0.02 -0.358
P -2.62778 0.63592 -2.23049 0.13 0.02 -0.13 0.842
C -2.56939 2.05665 -3.37489 -0.03 -0.01 0.00 -0.245
C -4.04781 1.10427 -1.17674 0.03 0.00 0.03 -0.263
H -2.66080 -4.02992 -1.28009 0.01 -0.01 0.00 0.049
H -3.27300 -2.51934 -0.58182 0.00 -0.01 0.00 0.036
H -1.78762 -3.24893 0.07307 0.01 -0.03 0.00 0.026
H -0.53629 -4.18559 -2.96102 -0.01 0.01 -0.01 0.050
H 0.48618 -3.61798 -1.62771 0.00 0.00 0.00 0.042
H 0.57998 -2.81718 -3.21967 0.01 0.00 0.00 0.044
H -2.96584 -2.83052 -3.64917 0.01 0.00 -0.02 0.085
H -1.74905 -1.69668 -4.28078 0.01 0.02 0.02 0.075
H -4.26349 -1.06442 -2.68368 0.01 0.00 0.01 0.074
H -3.73503 -0.33180 -4.18583 -0.01 -0.01 0.00 0.083
H -3.50932 2.17732 -3.91618 0.00 0.01 0.00 0.045
H -1.74907 1.88843 -4.07035 0.00 -0.01 0.00 0.036
H -2.38346 2.97160 -2.80753 0.02 0.00 -0.01 0.035
H -4.93574 1.28988 -1.78395 0.00 0.01 0.01 0.047
H -3.81059 2.00250 -0.60570 0.00 0.00 0.00 0.034
H -4.25972 0.30799 -0.46266 0.00 0.00 -0.01 0.032
C 0.93693 0.39779 -3.98111 0.03 0.01 0.01 -0.269
O -0.27076 -0.00773 -3.44843 0.07 -0.11 -0.02 -0.462
H 0.94902 0.24697 -5.07022 -0.01 0.00 0.00 0.071
H 1.80309 -0.15964 -3.58135 -0.01 -0.01 -0.01 0.057
H 1.15517 1.47228 -3.81971 -0.01 0.00 -0.01 0.057
O 1.41045 -3.43665 2.34390 -0.01 -0.01 0.02 0.001
C 0.87065 -2.37916 2.00400 0.01 0.04 -0.06 -0.657
O 0.11566 -2.15660 1.01422 0.12 -0.17 0.04 -0.092
C 1.20742 -1.14306 2.85227 -0.02 -0.03 0.02 -0.106
C 1.13204 0.12550 2.28867 -0.04 0.00 0.03 -0.041
C 1.45444 1.25121 3.02395 -0.02 0.02 0.00 -0.018
C 1.82658 1.08990 4.34617 -0.02 -0.02 0.00 -0.156
C 1.91952 -0.16001 4.93888 0.01 0.01 0.00 0.015
C 1.62274 -1.27698 4.17453 0.01 -0.01 -0.02 0.007
N 2.10230 2.28938 5.14653 0.06 0.03 -0.03 -0.352
O 2.56608 2.14393 6.25749 -0.02 -0.01 0.02 0.081
O 1.84864 3.37578 4.64823 -0.02 -0.01 0.01 0.043
H 0.78377 0.21655 1.27133 0.00 0.00 -0.04 0.082
H 1.40341 2.24402 2.59910 0.00 -0.01 0.00 0.110
H 2.21516 -0.23965 5.97470 0.00 0.00 0.00 0.118
H 1.70189 -2.27355 4.58798 0.00 0.00 0.00 0.121
N -1.48794 3.01828 3.70899 -0.02 0.00 -0.01 0.131
C -1.73811 1.84074 3.03466 -0.01 0.02 -0.04 -0.392
C -1.57066 1.74106 1.64389 -0.01 0.06 0.00 -0.110
N -1.79014 0.61646 0.99011 0.23 -0.16 0.00 0.069
C -2.21138 -0.42893 1.70628 0.00 0.02 -0.03 -0.133
C -2.41084 -0.31793 3.06885 -0.02 0.04 0.04 -0.098
N -2.17293 0.80624 3.74086 -0.01 -0.04 0.00 0.138
H -0.73270 3.58582 3.35775 0.00 -0.01 0.01 0.081
H -1.45319 2.89788 4.71012 0.01 0.00 0.00 0.096
H -1.22880 2.60157 1.07544 0.01 -0.01 0.00 0.103
H -2.34964 -1.36558 1.19132 0.00 -0.01 0.00 0.075
H -2.75776 -1.16645 3.64641 0.01 -0.01 0.00 0.112
```
Forces are in eV/Å.

Values from the calculation:
* total energy: -100059.8859 eV
* energy relative to the best compared isomer or geometry (same formula, charge and spin): 0.4776 eV
* HOMO energy (spin up / spin down): -7.6 / -7.6 eV
* E_LUMO (spin up / spin down): -0.2905 / -0.2906 eV

---

[3]
# C22H39IrN2O2P3

A structure of composition C22H39IrN2O2P3 (ωB97M-V/def2-TZVPD, the Open Molecules 2025 dataset).

XYZ file:
```
69
Properties=species:S:1:pos:R:3:forces:R:3:nbo_charge:R:1
P -1.30550 2.42813 0.60024 -0.95 1.93 0.12 0.987
C -1.39425 3.00916 2.34823 0.41 -0.71 0.16 -0.940
H -2.08634 3.86096 2.40993 0.19 -0.25 -0.10 0.288
H -0.40247 3.31373 2.69759 -0.23 0.08 -0.02 0.228
H -1.75465 2.19614 2.98711 -0.05 0.26 0.02 0.256
C -0.71752 3.98879 -0.16617 0.49 -0.24 -0.32 -0.941
H -0.85530 3.96345 -1.25308 -0.03 0.23 0.36 0.237
H 0.35209 4.11160 0.03995 -0.16 0.19 -0.06 0.235
H -1.26962 4.83611 0.26337 0.12 -0.23 -0.13 0.286
C -3.09309 2.52009 0.20219 0.14 -0.74 -0.28 -0.942
H -3.45056 3.54606 0.37657 0.14 -0.32 -0.04 0.285
H -3.64130 1.81654 0.84129 -0.02 0.23 -0.16 0.266
H -3.24637 2.24010 -0.84714 -0.20 0.14 0.29 0.237
P -1.55576 -2.22012 -0.51748 -0.95 -1.70 -0.70 1.063
C -2.06340 -3.20145 0.94758 0.23 0.41 0.21 -0.954
H -2.50409 -4.14999 0.60717 0.14 0.30 -0.03 0.299
H -2.80895 -2.65261 1.53751 0.12 -0.20 -0.17 0.272
H -1.20269 -3.42425 1.59155 -0.22 -0.04 -0.16 0.260
C -3.13669 -1.91382 -1.34197 -0.21 0.07 -0.12 -0.957
H -2.98003 -1.56448 -2.36625 -0.23 -0.27 0.29 0.236
H -3.70317 -1.15516 -0.78856 0.02 -0.18 -0.10 0.267
H -3.71610 -2.85144 -1.36732 0.18 0.30 0.01 0.298
C -0.67632 -3.43660 -1.53907 -0.05 -0.02 -0.14 -0.959
H -1.37433 -4.24695 -1.79778 0.24 0.15 0.06 0.291
H 0.17652 -3.85541 -0.98920 -0.22 0.06 -0.14 0.272
H -0.31491 -2.96532 -2.45935 0.01 -0.26 0.20 0.236
P 2.73169 -0.17054 -0.50355 1.77 0.38 -0.52 0.956
C 3.86210 -0.74934 0.82994 -0.64 -0.23 0.34 -0.937
H 4.90154 -0.52090 0.55265 -0.36 -0.05 -0.03 0.283
H 3.74187 -1.82916 0.97053 0.19 0.21 0.03 0.271
H 3.62120 -0.24742 1.77270 0.17 -0.11 -0.06 0.219
C 3.39928 -1.18879 -1.87333 -0.70 -0.22 -0.15 -0.936
H 4.49742 -1.20299 -1.82040 -0.33 0.04 0.03 0.286
H 3.07565 -0.79305 -2.84351 0.30 -0.18 0.25 0.237
H 3.01221 -2.21015 -1.76730 0.21 0.10 -0.13 0.261
C 3.56747 1.43315 -0.85018 -0.44 0.28 -0.10 -0.940
H 4.57956 1.23876 -1.23421 -0.29 0.04 0.11 0.286
H 3.64067 2.03336 0.06316 0.12 -0.11 -0.26 0.236
H 2.99471 1.99733 -1.59421 0.30 0.07 0.14 0.229
Ir -0.19553 -0.39302 0.08024 0.62 1.11 -1.06 0.530
C -1.47876 -0.20773 1.43273 -4.56 0.81 4.76 0.376
O -2.24293 -0.23489 2.32417 2.53 -0.16 -3.00 -0.446
C 0.83860 -1.76677 0.81465 3.79 -4.98 2.60 0.378
O 1.36768 -2.66916 1.34527 -1.96 2.88 -1.75 -0.442
C 0.48069 -0.33871 -3.41358 1.09 0.46 -0.10 -0.259
C 1.01491 0.92975 -3.18077 0.84 -2.15 -0.64 -0.059
C 0.17878 1.98300 -2.80485 -0.67 1.11 0.14 -0.001
C -1.20243 1.78287 -2.73422 -1.25 -0.47 -0.08 -0.236
C -1.73664 0.52128 -2.97909 -0.74 2.04 0.33 -0.124
C -0.89892 -0.53588 -3.35312 0.56 -0.75 -0.47 0.003
H 1.12799 -1.17272 -3.69178 -0.20 0.33 -0.06 0.270
H 2.08031 1.12354 -3.33660 -0.41 -0.15 0.02 0.250
H 0.61006 2.96576 -2.61227 -0.13 -0.17 -0.07 0.254
H -1.88492 2.61551 -2.53581 0.37 -0.34 -0.08 0.266
H -2.81748 0.39108 -2.91256 0.31 0.03 -0.17 0.267
H -1.31202 -1.50183 -3.65313 0.07 0.36 0.02 0.261
N 3.09193 2.60858 5.10039 -0.91 -0.85 -1.31 -0.408
C 2.41475 1.97241 4.11100 0.87 0.91 0.91 0.185
C 2.36782 2.52796 2.81186 0.02 0.33 -0.78 -0.168
C 1.66396 1.85592 1.82853 0.41 0.70 0.06 0.018
N 1.03314 0.69360 2.04737 0.23 0.37 0.70 -0.356
C 1.05704 0.15723 3.27783 0.20 0.14 0.17 0.028
C 1.73925 0.75438 4.32965 -0.35 -0.73 0.42 -0.121
H 3.56356 3.48962 4.93470 0.15 0.24 -0.03 0.455
H 3.14444 2.23427 6.03680 0.02 -0.18 0.44 0.459
H 2.87390 3.46459 2.56917 -0.13 -0.21 0.13 0.277
H 1.60499 2.28377 0.82254 -0.02 -0.28 0.44 0.243
H 0.52653 -0.77623 3.45006 0.06 0.10 -0.12 0.256
H 1.74339 0.27763 5.30900 -0.02 0.07 -0.15 0.286
```
Forces are in eV/Å.

Values from the calculation:
* total charge: +4
* total energy: -61181.1691 eV
* energy relative to the best compared isomer or geometry (same formula, charge and spin): 1.2824 eV
* HOMO energy (spin up / spin down): -18.5 / -20.5 eV
* multiplicity: 6
* E_LUMO (spin up / spin down): -11.7865 / -15.9601 eV